Run A
DFT (wB97M-V/def2-TZVPD) results for a single C2H3NS molecule.

Each line ends with the Löwdin charge.
CARTESIAN COORDINATES (ANGSTROEM)
C1 -0.055 0.486 -0.126  -0.372
C2 0.772 -0.668 0.361  -0.606
N1 -1.313 0.407 -0.200  0.065
S1 0.087 -2.172 0.310  0.665
H1 0.509 1.278 -0.547  0.080
H2 1.777 -0.561 0.929  0.071
H3 -1.777 1.230 -0.728  0.096

Its gap between HOMO and LUMO is 0.2869 Ha. As for the LUMO energy: -1.1 eV.


Run B
DFT (wB97M-V/def2-TZVPD) results for a single C2H3NS molecule.

Each line ends with the Löwdin charge.
CARTESIAN COORDINATES (ANGSTROEM)
C1 -0.543 -0.321 0.395  -0.309
C2 -1.733 -0.478 -0.063  -0.119
N1 2.766 0.607 0.173  -0.396
S1 1.368 -0.274 0.022  0.748
H1 -2.490 -0.837 0.623  0.061
H2 -2.068 -0.288 -1.072  0.063
H3 2.699 1.590 -0.079  -0.048

Its gap between HOMO and LUMO (spin up / spin down) is 0.2855 / 0.3009 Ha. As for the LUMO energy (spin up / spin down): -1.0 / -0.7 eV.


Run C
DFT (wB97M-V/def2-TZVPD) results for a single C2H3NS molecule.

Each line ends with the Löwdin charge.
CARTESIAN COORDINATES (ANGSTROEM)
C1 -0.502 -0.055 0.110  -0.346
C2 0.697 0.850 0.016  -0.627
N1 -0.207 -1.265 -0.010  0.027
S1 2.083 0.068 0.052  0.750
H1 -1.541 0.509 0.028  0.139
H2 0.440 1.808 -0.216  0.005
H3 -0.969 -1.915 0.019  0.052

Its gap between HOMO and LUMO (spin up / spin down) is 0.2812 / 0.2812 Ha. As for the LUMO energy (spin up / spin down): -0.9 / -0.9 eV.


Most stable = run A


Run A
DFT (wB97M-V/def2-TZVPD) results for 2 unconnected molecules or ions with the total composition C5H10N2O.

Each line ends with the Löwdin charge.
CARTESIAN COORDINATES (ANGSTROEM)
C1 1.468 -0.718 -0.910  -0.032
C2 1.576 -0.041 0.798  -0.277
N1 1.149 -0.609 1.764  0.078
H1 -0.314 -1.183 1.219  0.068
H2 2.070 0.912 0.632  0.104
H3 1.348 -0.010 -1.726  0.057
H4 1.037 -1.702 -1.066  0.058
H5 2.540 -0.884 -0.783  0.050
C3 -0.894 1.216 -0.595  -0.572
N2 -0.939 1.819 0.630  0.166
C4 -0.893 -0.265 -0.621  -0.108
C5 -1.273 -1.113 0.475  -0.110
O1 -0.798 1.857 -1.635  0.034
H6 -0.828 2.820 0.650  0.111
H7 -0.736 1.312 1.475  0.085
H8 -0.915 -0.643 -1.632  0.113
H9 -1.605 -2.102 0.167  0.084
H10 -1.996 -0.664 1.158  0.089

Its gap between HOMO and LUMO (spin up / spin down) is 0.3046 / 0.2616 Ha. As for the LUMO energy (spin up / spin down): -0.7 / -1.2 eV.


Run B
DFT (wB97M-V/def2-TZVPD) results for a molecular structure, C5H10N2O.

Each line ends with the Löwdin charge.
CARTESIAN COORDINATES (ANGSTROEM)
C1 0.586 -0.875 0.352  -0.066
C2 -2.273 0.288 0.987  -0.071
N1 2.497 -0.979 0.136  -0.086
C3 -1.605 -0.130 -0.287  -0.318
C4 0.358 0.251 -0.413  -0.226
C5 0.781 1.235 -1.153  0.046
O1 3.246 0.231 0.354  -0.157
N2 -2.113 -0.485 -1.370  0.110
H1 3.554 0.147 1.264  0.074
H2 2.616 -1.117 -0.870  0.058
H3 -3.140 -0.429 -1.412  0.059
H4 0.343 -1.849 -0.063  0.112
H5 0.516 -0.759 1.429  0.105
H6 -1.867 1.243 1.325  0.080
H7 -3.356 0.389 0.853  0.076
H8 -2.079 -0.443 1.774  0.074
H9 1.850 1.394 -1.247  0.062
H10 0.086 1.889 -1.660  0.068

Its gap between HOMO and LUMO is 0.3052 Ha. As for the LUMO energy: 0.8 eV.


Run C
DFT (wB97M-V/def2-TZVPD) results for a single C5H10N2O molecule.

Each line ends with the Löwdin charge.
CARTESIAN COORDINATES (ANGSTROEM)
C1 -1.588 -0.324 0.786  -0.189
C2 2.815 0.141 -0.511  -0.012
C3 -2.574 0.149 -0.275  -0.118
N1 0.600 0.641 0.460  0.101
C4 1.937 1.015 0.344  -0.497
C5 -0.004 -0.497 0.071  -0.423
N2 0.293 -1.366 -0.771  0.146
O1 2.292 2.059 0.841  0.068
H1 -0.418 0.826 1.052  0.196
H2 -0.397 -2.071 -0.991  0.060
H3 -1.751 0.213 1.733  0.108
H4 -1.794 -1.355 1.079  0.098
H5 3.811 0.575 -0.547  0.084
H6 2.400 0.055 -1.515  0.081
H7 2.843 -0.872 -0.111  0.079
H8 -2.365 1.183 -0.556  0.077
H9 -3.600 0.086 0.088  0.071
H10 -2.501 -0.459 -1.179  0.071

Its gap between HOMO and LUMO is 0.3815 Ha. As for the LUMO energy: 0.8 eV.


Run D
DFT (wB97M-V/def2-TZVPD) results for a single C5H10N2O molecule.

Each line ends with the Löwdin charge.
CARTESIAN COORDINATES (ANGSTROEM)
C1 1.723 -0.062 -0.746  -0.085
C2 0.585 -0.161 0.382  -0.458
C3 0.123 -1.554 0.633  -0.113
C4 -0.596 -0.920 -0.509  -0.173
C5 -1.940 -0.181 -0.161  -0.441
H1 1.590 1.004 -1.157  0.088
H2 2.668 -0.279 -0.061  0.099
H3 1.701 -0.816 -1.673  0.109
H4 0.080 1.086 2.020  0.152
H5 1.438 1.674 1.161  0.119
H6 0.970 -2.336 0.226  0.159
H7 -0.535 -1.828 1.544  0.140
H8 -0.478 -1.243 -1.623  0.161
H9 -0.735 1.732 -0.132  0.120
H10 -2.387 2.034 -0.589  0.094
N1 0.472 1.218 0.979  -0.011
N2 -1.686 1.214 -0.643  0.016
O1 -2.993 -0.581 0.351  0.025

Its gap between HOMO and LUMO is 0.3464 Ha. As for the LUMO energy: 0.6 eV.


Most stable = run C


Run A
DFT (wB97M-V/def2-TZVPD) results for 2 unconnected molecules or ions with the total composition C5H10N2O.

Each line ends with the Löwdin charge.
CARTESIAN COORDINATES (ANGSTROEM)
C1 -0.672 -1.207 -1.744  -0.038
C2 0.083 1.954 0.763  -0.062
C3 -1.236 -0.538 -0.523  -0.399
C4 0.588 0.633 0.262  -0.374
N1 1.609 0.451 -0.475  0.129
O1 -2.104 0.308 -0.456  0.049
H1 2.046 1.336 -0.753  0.068
H2 -0.480 -0.447 -2.503  0.089
H3 0.263 -1.711 -1.506  0.070
H4 -1.402 -1.929 -2.114  0.093
H5 0.213 2.725 -0.002  0.085
H6 0.644 2.239 1.657  0.089
H7 -0.974 1.904 1.030  0.070
C5 0.172 -0.757 1.377  -0.234
N2 1.088 -1.598 1.604  0.082
H8 1.707 -1.770 0.809  0.051
H9 -0.488 -0.325 2.133  0.114
H10 -1.056 -1.268 0.442  0.118

Its gap between HOMO and LUMO is 0.3350 Ha. As for the LUMO energy: 0.1 eV.


Run B
DFT (wB97M-V/def2-TZVPD) results for a single C5H10N2O molecule.

Each line ends with the Löwdin charge.
CARTESIAN COORDINATES (ANGSTROEM)
C1 0.628 -0.994 -0.807  -0.260
C2 1.246 0.225 -0.435  -0.186
C3 -0.687 0.893 0.353  -0.188
C4 2.526 0.151 0.334  -0.112
C5 -2.421 -0.780 0.536  -0.064
N1 -0.565 -1.236 -0.744  0.052
N2 -1.359 -0.266 -0.246  -0.197
O1 -0.858 2.034 -0.357  -0.028
H1 1.115 -1.911 -1.038  0.109
H2 1.127 1.084 -1.280  0.155
H3 -0.625 1.231 1.351  0.120
H4 2.759 1.138 0.743  0.071
H5 3.275 -0.090 -0.438  0.077
H6 2.539 -0.656 1.135  0.102
H7 -2.117 -1.588 1.156  0.074
H8 -2.743 0.108 1.157  0.116
H9 -3.120 -1.127 -0.119  0.051
H10 -0.721 1.781 -1.300  0.109

Its gap between HOMO and LUMO is 0.3398 Ha. As for the LUMO energy: 1.1 eV.


Most stable = run A


Run A
DFT (wB97M-V/def2-TZVPD) results for a single C5H10N2O molecule.

Each line ends with the Löwdin charge.
CARTESIAN COORDINATES (ANGSTROEM)
C1 -1.499 -0.025 -1.223  -0.135
C2 -0.293 -0.714 -0.862  -0.503
C3 0.655 -0.843 -1.835  0.058
C4 -0.344 -1.181 0.413  -0.279
C5 -0.138 0.860 1.324  -0.188
H1 -1.846 1.111 -0.763  0.157
H2 -1.664 0.082 -2.451  0.123
H3 -2.405 -0.551 -0.974  0.061
H4 0.013 -0.480 -2.835  0.103
H5 1.796 -1.061 -1.756  0.087
H6 0.383 -1.836 0.827  0.130
H7 -1.096 -1.820 0.532  0.084
H8 -0.565 1.921 1.804  0.165
H9 1.937 0.482 0.487  0.196
H10 2.557 1.441 2.784  0.207
N1 -0.940 -0.130 1.228  0.040
N2 1.359 0.865 1.428  -0.170
O1 2.089 1.881 1.872  -0.135

Its gap between HOMO and LUMO is 0.3578 Ha. As for the LUMO energy: 0.7 eV.


Run B
DFT (wB97M-V/def2-TZVPD) results for a single C5H10N2O molecule.

Each line ends with the Löwdin charge.
CARTESIAN COORDINATES (ANGSTROEM)
O1 3.586 -0.523 -1.304  0.064
C1 2.706 -0.570 -0.490  -0.285
C2 1.465 -1.388 -0.655  -0.183
C3 0.170 -0.549 -0.788  -0.162
C4 -0.454 -0.289 0.631  -0.205
N1 -3.055 2.288 0.667  0.071
C5 -2.305 1.366 0.263  -0.336
N2 -1.090 0.994 0.807  -0.033
H1 2.753 0.020 0.451  0.125
H2 1.630 -2.067 -1.476  0.109
H3 1.377 -2.084 0.190  0.118
H4 -0.524 -1.159 -1.368  0.105
H5 0.422 0.352 -1.319  0.107
H6 -1.185 -1.094 0.744  0.117
H7 0.333 -0.448 1.362  0.108
H8 -2.716 2.773 1.492  0.036
H9 -2.521 0.742 -0.605  0.119
H10 -0.590 1.635 1.398  0.125

Its gap between HOMO and LUMO is 0.3613 Ha. As for the LUMO energy: 0.7 eV.


Run C
DFT (wB97M-V/def2-TZVPD) results for a molecular structure, C5H10N2O.

Each line ends with the Löwdin charge.
CARTESIAN COORDINATES (ANGSTROEM)
C1 -0.181 1.503 0.663  -0.100
C2 0.257 -2.159 0.280  -0.143
C3 1.900 0.168 -0.201  -0.029
C4 0.507 0.205 0.378  -0.400
C5 -0.861 1.302 -0.667  -0.172
O1 -2.895 0.613 -0.016  -0.067
N1 -1.846 0.432 -0.925  -0.014
N2 -0.195 -0.863 0.743  0.012
H1 -3.618 0.089 -0.401  0.095
H2 -0.858 1.447 1.513  0.115
H3 0.486 2.364 0.627  0.110
H4 -0.571 1.965 -1.492  0.125
H5 1.216 -2.420 0.744  0.074
H6 -0.451 -2.923 0.611  0.067
H7 0.354 -2.201 -0.811  0.080
H8 1.936 -0.452 -1.099  0.080
H9 2.594 -0.243 0.537  0.091
H10 2.225 1.171 -0.484  0.076

Its gap between HOMO and LUMO (spin up / spin down) is 0.2941 / 0.2967 Ha. As for the LUMO energy (spin up / spin down): 0.1 / -0.1 eV.


Most stable = run B


Run A
DFT (wB97M-V/def2-TZVPD) results for 2 unconnected molecules or ions with the total composition C6H14NO.

Each line ends with the Löwdin charge.
CARTESIAN COORDINATES (ANGSTROEM)
C1 -0.578 0.325 -0.919  -0.118
C2 -1.293 -0.441 0.217  -0.291
C3 0.429 1.230 -0.345  -0.381
C4 -2.573 -0.938 -0.421  -0.038
C5 -0.128 2.656 -0.282  0.048
C6 -0.802 -0.557 1.471  0.069
N1 2.973 -1.311 0.536  0.313
O1 1.577 0.842 -0.029  0.000
H1 -0.018 -0.251 -1.581  0.117
H2 -1.293 0.866 -1.505  0.116
H3 -2.978 -0.322 -1.163  0.061
H4 -3.243 -0.855 0.393  0.076
H5 -2.509 -1.911 -0.896  0.100
H6 -0.913 2.547 0.368  0.075
H7 -0.438 2.835 -1.222  0.055
H8 0.702 3.316 0.061  0.120
H9 -1.455 -1.019 2.143  0.047
H10 0.236 -0.114 1.789  0.102
H11 2.629 -2.061 1.127  0.153
H12 2.281 -0.663 0.170  0.054
H13 3.710 -0.888 1.095  0.155
H14 3.422 -1.617 -0.338  0.165

The charge is +1. Its gap between HOMO and LUMO is 0.3511 Ha. As for the LUMO energy: -3.5 eV.


Run B
DFT (wB97M-V/def2-TZVPD) results for 2 unconnected molecules or ions with the total composition C6H14NO.

Each line ends with the Löwdin charge.
CARTESIAN COORDINATES (ANGSTROEM)
O1 -0.957 -0.338 -1.192  0.172
C1 -1.563 -0.239 -0.100  -0.153
C2 -0.931 -0.275 1.146  0.252
C3 0.619 -0.337 1.219  -0.329
C4 0.988 -0.875 2.655  -0.017
C5 1.235 0.979 0.746  -0.180
C6 2.721 0.792 0.348  -0.051
N1 -3.158 0.054 -4.364  -0.009
H1 -2.693 -0.147 -0.044  0.164
H2 -1.551 -0.216 2.052  0.166
H3 0.996 -1.045 0.459  0.162
H4 2.079 -1.029 2.760  0.103
H5 0.554 -1.891 2.695  0.095
H6 0.466 -0.110 3.252  0.094
H7 0.897 1.664 1.451  0.100
H8 0.622 1.248 -0.136  0.115
H9 2.929 1.313 -0.642  0.107
H10 2.968 -0.277 0.176  0.088
H11 3.456 1.222 1.073  0.097
H12 -3.977 -0.470 -4.008  0.015
H13 -3.314 0.595 -5.196  0.001
H14 -2.384 -0.618 -4.350  0.006

The charge is +1. Its gap between HOMO and LUMO is 0.1157 Ha. As for the LUMO energy: -8.9 eV.


Run C
DFT (wB97M-V/def2-TZVPD) results for a gas-phase ion, C6H14NO (charge +1).

Each line ends with the Löwdin charge.
CARTESIAN COORDINATES (ANGSTROEM)
C1 -2.800 0.077 -0.623  -0.177
C2 -1.668 -1.055 -0.646  -0.189
C3 -0.671 -1.232 0.481  -0.228
C4 2.833 0.233 -0.130  -0.325
O1 2.536 1.410 0.553  -0.091
C5 1.634 -0.598 -0.305  -0.059
C6 0.532 -0.243 0.482  -0.106
N1 -2.113 0.981 0.212  0.096
H1 -3.763 -0.109 -0.123  0.136
H2 -3.060 0.380 -1.700  0.166
H3 -2.327 -2.004 -0.763  0.148
H4 -1.178 -0.753 -1.573  0.114
H5 -0.259 -2.317 0.297  0.153
H6 -1.087 -1.396 1.510  0.124
H7 3.143 0.568 -1.215  0.158
H8 3.641 -0.404 0.349  0.150
H9 3.418 1.887 0.538  0.139
H10 1.759 -1.473 -1.037  0.153
H11 0.565 0.676 0.971  0.064
H12 -1.897 0.569 1.206  0.212
H13 -2.529 1.873 0.229  0.143
H14 -1.081 1.265 -0.156  0.220

The charge is +1. Its gap between HOMO and LUMO is 0.3426 Ha. As for the LUMO energy: -3.4 eV.


Run D
DFT (wB97M-V/def2-TZVPD) results for 2 unconnected molecules or ions with the total composition C6H14NO.

Each line ends with the Löwdin charge.
CARTESIAN COORDINATES (ANGSTROEM)
C1 1.881 -1.466 -0.031  -0.200
C2 -1.971 0.222 -0.980  -0.031
C3 -1.532 -0.625 1.294  0.003
C4 -0.564 1.567 0.454  -0.007
C5 1.653 -0.519 -0.997  -0.178
C6 -1.395 0.350 0.283  -0.289
N1 1.906 0.829 -0.718  0.023
O1 2.156 -1.220 1.284  0.006
H1 1.698 -2.542 -0.285  0.131
H2 -2.592 -0.725 -1.195  0.147
H3 -2.793 0.893 -0.883  0.123
H4 -1.371 0.496 -1.850  0.122
H5 -1.228 -1.653 1.134  0.129
H6 -1.039 -0.365 2.195  0.099
H7 -2.606 -0.815 1.334  0.139
H8 -0.676 1.904 1.550  0.139
H9 -0.902 2.448 -0.098  0.105
H10 0.446 1.203 -0.022  0.087
H11 1.347 -0.876 -1.955  0.107
H12 3.070 -1.461 1.357  0.099
H13 2.801 1.002 -0.294  0.121
H14 1.709 1.354 -1.578  0.124

The charge is +1. Its gap between HOMO and LUMO is 0.2702 Ha. As for the LUMO energy: -5.0 eV.


Most stable = run A


Run A
DFT (wB97M-V/def2-TZVPD) results for a single C10H15N3O4S molecule.

Each line ends with the Löwdin charge.
CARTESIAN COORDINATES (ANGSTROEM)
C1 -5.474 -0.372 -0.035  -0.014
N1 -4.141 0.131 0.138  -0.209
C2 -3.109 0.040 -0.717  -0.033
C3 -2.042 0.679 -0.118  -0.264
C4 -2.543 1.127 1.114  -0.114
N2 -3.807 0.784 1.246  0.083
H1 -2.029 1.671 1.878  0.115
S1 -0.412 0.869 -0.769  0.670
O1 -0.349 0.104 -1.986  -0.288
O2 -0.072 2.259 -0.823  -0.270
N3 0.474 0.174 0.476  -0.232
C5 1.754 0.785 0.721  -0.150
H2 1.594 1.861 0.781  0.123
C6 2.763 0.459 -0.410  -0.196
C7 4.152 0.573 0.171  -0.513
O3 4.816 -0.334 0.595  0.117
O4 4.570 1.844 0.203  0.123
H3 5.451 1.905 0.606  0.134
H4 2.652 1.213 -1.193  0.151
C8 2.491 -0.944 -0.974  -0.134
C9 1.862 -1.838 0.091  -0.152
C10 0.487 -1.278 0.468  -0.193
H5 -0.259 -1.592 -0.265  0.111
H6 0.176 -1.635 1.457  0.125
H7 1.748 -2.854 -0.287  0.117
H8 2.517 -1.872 0.963  0.113
H9 1.804 -0.863 -1.818  0.104
H10 3.427 -1.383 -1.321  0.122
H11 2.121 0.420 1.685  0.145
H12 -3.173 -0.446 -1.668  0.135
H13 -6.035 -0.131 0.865  0.091
H14 -5.461 -1.453 -0.178  0.092
H15 -5.952 0.096 -0.897  0.092

Its gap between HOMO and LUMO is 0.3699 Ha. As for the LUMO energy: 0.7 eV.


Run B
DFT (wB97M-V/def2-TZVPD) results for a molecular structure, C10H15N3O4S.

Each line ends with the Löwdin charge.
CARTESIAN COORDINATES (ANGSTROEM)
C1 3.433 0.658 3.436  -0.119
C2 4.016 -0.306 2.435  -0.327
C3 3.910 -0.033 0.868  -0.184
C4 2.559 0.166 0.459  -0.314
C5 1.834 -0.954 0.594  -0.235
H1 2.369 -1.965 0.185  0.180
H2 1.673 -1.477 1.873  0.227
O1 0.576 -0.993 -0.035  -0.008
C6 0.453 -1.189 -1.315  -0.756
O2 1.196 -1.503 -2.004  0.274
C7 -0.997 -1.141 -1.753  -0.158
H3 -1.022 -1.051 -2.842  0.108
H4 -1.742 -1.468 -1.164  0.008
S1 -1.587 0.609 -1.137  1.051
C8 -3.200 0.709 -1.565  -0.543
N1 -3.753 -0.502 -1.872  0.089
N2 -5.158 -0.346 -2.154  0.039
C9 -5.964 0.574 -1.957  -0.624
O3 -7.196 0.493 -2.474  -0.067
N3 -5.370 1.593 -1.438  0.225
C10 -3.952 1.893 -1.221  -0.515
O4 -3.505 2.661 -0.599  0.231
H5 -5.970 2.373 -1.352  0.155
H6 -5.436 -1.454 -2.572  0.281
H7 2.176 0.918 0.733  0.036
H8 2.568 0.389 -0.629  0.170
H9 4.508 1.100 0.922  0.180
H10 4.556 -0.868 0.288  0.165
H11 3.752 -1.366 2.812  0.106
H12 5.160 -0.408 2.791  0.134
H13 3.919 1.641 3.066  0.107
H14 3.794 0.570 4.373  0.031
H15 2.400 0.679 3.247  0.053

Its gap between HOMO and LUMO is 0.3053 Ha. As for the LUMO energy: -0.5 eV.


Most stable = run A